100
Properties=species:S:1:pos:R:3 method="wB97M-V/def2-TZVPD" charge=+1 largest_force_ha_per_bohr=0.1892 e_tot_ha=-2963.54104 gap_ev=5.41
C -0.02365 2.05833 -2.39382
C -2.10455 0.86963 -2.15180
C -0.51853 2.83690 -3.43543
C -2.65761 1.72506 -3.17312
C -1.88127 2.67031 -3.80525
H 0.12278 3.57504 -3.92355
H -3.70371 1.57514 -3.45623
H -2.31204 3.29363 -4.59722
N -0.78517 1.12894 -1.74049
P 1.36567 2.04373 -0.03356
P -1.88861 -1.43265 -0.70821
C 1.39381 2.25105 -1.88989
H 2.05079 1.45324 -2.27648
H 1.80473 3.21560 -2.22735
C 0.79762 -1.12421 1.34588
O 1.30751 -1.83730 2.13093
C -2.81357 -0.20449 -1.60086
H -3.81186 -0.41570 -1.99956
C -1.43176 -2.80692 -2.00251
C -3.06591 -2.21861 0.57797
C 3.18196 1.93729 0.55701
C 0.56683 3.70462 0.52864
C -0.27240 -3.66846 -1.45856
H -0.62354 -4.38211 -0.69684
H 0.17745 -4.25439 -2.28333
H 0.51506 -3.05329 -0.99804
C -2.59282 -3.72587 -2.42619
H -2.92362 -4.39746 -1.61766
H -3.45959 -3.14423 -2.78434
H -2.25256 -4.36393 -3.26495
C -1.00355 -2.02820 -3.26961
H -0.44762 -2.70574 -3.94550
H -1.88791 -1.64703 -3.80494
H -0.36858 -1.16068 -3.04253
C -2.45460 -3.51869 1.13433
H -1.42392 -3.35120 1.49314
H -3.06025 -3.86580 1.99238
H -2.44004 -4.33122 0.39038
C -3.23510 -1.22987 1.74319
H -2.30975 -1.13942 2.33036
H -3.53092 -0.23024 1.38504
H -4.02908 -1.60528 2.41610
C -4.46784 -2.46762 -0.01779
H -4.46491 -3.16617 -0.86560
H -5.11531 -2.89727 0.76987
H -4.92558 -1.51920 -0.34527
C 0.68514 3.83809 2.06078
H 0.07902 4.70280 2.38896
H 0.30735 2.94695 2.58563
H 1.72486 4.02589 2.37572
C -0.92820 3.71466 0.12362
H -1.05120 3.79612 -0.96705
H -1.47846 2.82997 0.46551
H -1.39298 4.60566 0.58550
C 1.20494 4.93723 -0.14923
H 0.67092 5.83743 0.20806
H 2.26954 5.06827 0.08831
H 1.08555 4.90666 -1.24500
C 3.84208 0.77926 -0.22070
H 3.89704 0.97124 -1.30599
H 4.87665 0.65605 0.14914
H 3.30222 -0.16474 -0.05066
C 3.17735 1.53936 2.05000
H 2.57667 0.63006 2.21273
H 4.21633 1.32872 2.36533
H 2.78451 2.33640 2.69808
C 4.00847 3.21773 0.34440
H 3.97013 3.56994 -0.70102
H 3.68041 4.03606 1.00459
H 5.06639 3.00400 0.58714
Mg 0.00000 0.00000 0.00000
N 1.29802 -0.79900 -1.41106
C 2.03450 -1.21153 -2.23004
C 2.87907 -1.70209 -3.25720
C 4.14071 -2.26948 -2.94769
C 2.45110 -1.62210 -4.60780
C 4.95391 -2.74685 -3.97832
H 4.46262 -2.32963 -1.90436
C 3.27978 -2.10397 -5.62344
H 1.47345 -1.18821 -4.83650
C 4.52947 -2.66604 -5.31452
H 5.92714 -3.18643 -3.73770
H 2.94748 -2.04305 -6.66471
H 5.17258 -3.04284 -6.11631
C 0.64526 1.46663 4.60296
O -0.65887 1.83931 4.20153
P -1.16512 0.97413 2.74147
O -1.93005 -0.00893 4.01842
C -1.08843 -1.02508 4.51839
O -2.08644 2.42681 2.42378
C -3.46510 2.16905 2.40475
H 1.29983 2.36112 4.60102
H 1.11680 0.69155 3.96649
H 0.61055 1.08206 5.64175
H -0.20276 -1.21615 3.89458
H -0.77462 -0.77811 5.55184
H -1.66295 -1.97368 4.55266
H -3.78882 1.93090 1.37135
H -3.78544 1.40265 3.14203
H -3.98954 3.10088 2.69807

=====

108
Properties=species:S:1:pos:R:3 method="wB97M-V/def2-TZVPD" charge=0 largest_force_ha_per_bohr=0.1257 e_tot_ha=-2642.43760 smiles="O=C1CCCO1.O=C1CCCO1.O=C1CCCO1.O=C1CCCO1.O=C1CCCO1.O=C1CCCO1.O=C1CCCO1.CN(C)C=O.CN(C)C=O" gap_ev=9.39
O -4.33076 1.68348 1.17646
C -4.79060 1.90123 0.01338
O -4.28474 2.88614 -0.70492
C -5.05273 3.13730 -1.88372
C -6.17018 2.08696 -1.81882
C -5.58127 1.04028 -0.91140
H -4.48854 2.74398 -2.72934
H -5.45608 4.13187 -2.07416
H -6.42466 1.78390 -2.83444
H -7.10595 2.46577 -1.40779
H -5.03675 0.27687 -1.46710
H -6.37779 0.48645 -0.41447
O -0.05932 -5.86942 5.38141
C 0.10178 -4.89645 4.71230
O -0.80046 -4.53655 3.90649
C -0.58626 -3.19163 3.45457
C 0.34336 -2.67549 4.49822
C 1.17221 -3.86529 4.89899
H -1.57928 -2.77119 3.29567
H -0.08039 -3.31129 2.49651
H -0.26670 -2.35210 5.34163
H 0.82932 -1.79259 4.08297
H 1.59131 -3.91435 5.90400
H 2.01725 -3.92983 4.21352
O -0.53771 -9.17619 -1.66796
C -0.77595 -8.39478 -0.65635
O -0.31296 -7.13027 -0.62297
C -0.73319 -6.43021 0.48065
C -1.60443 -7.32707 1.36447
C -1.69987 -8.64797 0.59737
H -1.34271 -5.63375 0.05377
H 0.15193 -6.06729 1.00308
H -2.61653 -6.93428 1.46178
H -1.27887 -7.41076 2.40135
H -2.75279 -8.87753 0.43380
H -1.35439 -9.53935 1.12100
O 3.10262 -3.18526 2.11723
C 3.13252 -2.06085 1.55413
O 2.70599 -0.98463 2.22171
C 2.67711 0.22962 1.51441
C 3.25709 -0.17795 0.15408
C 3.36088 -1.67288 0.09565
H 3.20510 0.94895 2.14041
H 1.65848 0.58936 1.36915
H 4.15946 0.35217 -0.15056
H 2.52546 0.17595 -0.57226
H 4.37669 -1.92291 -0.21046
H 2.62028 -2.24552 -0.46267
O 2.24881 3.26731 -0.01979
C 3.26631 3.68918 0.49625
O 4.40576 2.89458 0.50786
C 5.47056 3.53656 1.20834
C 5.01700 4.98793 1.37781
C 3.52024 5.04256 0.98912
H 6.34940 3.60741 0.56747
H 5.75367 3.07109 2.15242
H 5.66629 5.54458 0.70203
H 5.05286 5.42171 2.37713
H 3.47459 5.75329 0.16396
H 2.87792 5.40132 1.79338
O -2.33836 3.71903 -3.70622
C -1.45600 4.40516 -3.26524
O -1.35212 5.68389 -3.46586
C -0.13311 6.20001 -2.90063
C 0.71091 4.97584 -2.56913
C -0.34113 3.84349 -2.44243
H -0.29332 6.76101 -1.97993
H 0.55769 6.77224 -3.51987
H 1.47597 5.06066 -1.79738
H 1.32152 4.78858 -3.45241
H -0.78654 3.71338 -1.45613
H 0.02918 2.88789 -2.81361
O 0.43402 0.31402 -4.46920
C 0.65180 -0.86175 -4.58736
O 1.30541 -1.51945 -3.64949
C 1.43008 -2.87948 -3.95989
C 0.36288 -3.03919 -5.08959
C 0.46780 -1.71361 -5.77912
H 1.09315 -3.52653 -3.15001
H 2.40204 -3.25289 -4.28229
H -0.66164 -3.18697 -4.74805
H 0.68881 -3.84953 -5.74169
H -0.45964 -1.40614 -6.26226
H 1.32355 -1.74302 -6.45361
C -0.74136 4.73541 1.22418
O -1.64074 5.60200 0.95095
N -0.85092 3.59814 1.93991
C 0.21321 2.83178 2.61767
C -2.15547 3.26073 2.50470
H 0.25618 4.92505 0.79856
H 0.33233 3.18163 3.64310
H 1.18101 3.05900 2.17066
H -0.03253 1.76985 2.62264
H -2.97753 3.62726 1.88991
H -2.24570 2.17849 2.59809
H -2.24004 3.59554 3.53855
C -0.37911 -1.95725 -0.59397
O -0.43275 -2.99441 0.02263
N -0.71507 -0.78389 -0.09401
C -1.21801 -0.57534 1.23572
C -0.45427 0.45416 -0.84743
H 0.08006 -1.81613 -1.58465
H -0.48201 0.06991 1.71534
H -1.21051 -1.51702 1.78461
H -2.08469 0.08474 1.27140
H -0.28625 0.18425 -1.89003
H -1.31993 1.11247 -0.77424
H 0.36074 1.01479 -0.38964

=====

109
Properties=species:S:1:pos:R:3 method="wB97M-V/def2-TZVPD" charge=-1 largest_force_ha_per_bohr=0.1295 e_tot_ha=-3181.38109 gap_ev=7.00
C 2.54065 0.64518 -4.57895
C 2.02437 1.27993 -3.54566
C 1.54034 1.59205 -2.01405
O 1.57121 3.06640 -2.03778
O 0.11876 1.35628 -1.74528
P -0.23552 0.18374 -0.46310
O -0.31657 -1.29143 0.57121
N 0.63052 -1.30056 1.53629
O 0.27321 -2.16962 2.32225
B -0.04321 -1.11765 -1.88589
O 0.99811 -2.13686 -1.93405
O -1.03572 -1.08767 -2.94773
C -0.44323 -0.96650 -4.26862
C -2.10803 0.15621 -0.91731
C -3.10410 -0.98147 -0.51384
C -4.58178 -0.88797 -0.93005
N -5.31692 0.12282 -1.64009
C -4.36466 1.14227 -1.99489
C -2.85251 1.26452 -1.74096
C -0.49266 1.44108 0.94789
C -1.72224 1.11039 1.94378
C -0.64677 2.98035 0.48351
C -1.30290 3.95766 1.61384
C -1.23804 5.47076 0.96830
O 1.46190 0.17157 0.05179
C 2.40591 0.86174 -0.80890
C 3.20740 2.03948 -0.05247
C 4.09383 1.56609 1.20934
C 5.00228 2.83945 1.65518
C 6.59102 2.62205 1.48230
C 7.04902 1.99759 0.06620
C 7.85372 3.00905 -0.90112
C 9.05106 3.82557 -0.18646
C 10.34529 4.04004 -1.16231
C 3.50668 -0.24384 -1.22379
S 3.61302 -1.68413 -0.00035
C 5.42914 -2.19246 -0.14811
C 6.16864 -1.83444 1.27324
H 2.87428 0.05051 -5.51300
H 0.66033 3.42132 -1.91682
H 0.60947 -2.95376 -1.53610
H -0.57389 0.11533 -4.67465
H -1.09250 -1.63131 -4.97777
H 0.62977 -1.36212 -4.35929
H -2.73666 -1.88867 0.09196
H -5.24350 -1.79647 -0.61921
H -4.84365 2.02839 -2.58417
H -2.27757 2.18137 -2.13192
H 0.47198 1.39802 1.60213
H -1.58387 1.59106 2.99860
H -1.91289 -0.00599 2.13020
H -2.69390 1.54831 1.49919
H -1.25942 3.14580 -0.47260
H 0.40649 3.43652 0.27027
H -2.43771 3.76105 1.77137
H -0.70214 3.99465 2.59141
H -2.04682 6.11437 1.51063
H -1.62390 5.36173 -0.11936
H -0.19578 5.94407 1.04191
H 2.52271 2.89946 0.33841
H 3.92744 2.54570 -0.81388
H 4.81637 0.69986 1.00110
H 3.37235 1.21409 2.04084
H 4.81408 2.97900 2.79843
H 4.57999 3.77859 1.14594
H 7.09073 3.64709 1.72710
H 6.94904 1.91001 2.33252
H 7.78985 1.12996 0.31765
H 6.20399 1.52061 -0.54834
H 7.10099 3.67440 -1.47703
H 8.35855 2.34372 -1.71785
H 9.33044 3.39515 0.84543
H 8.63875 4.89874 0.01346
H 10.15724 3.71702 -2.24973
H 10.57463 5.17735 -1.19674
H 11.20674 3.43482 -0.70016
H 3.34785 -0.72943 -2.25126
H 4.57487 0.22648 -1.24935
H 5.97145 -1.65884 -1.01099
H 5.54873 -3.33102 -0.32941
H 6.50190 -0.71921 1.31994
H 5.38224 -2.02755 2.09634
H 7.11009 -2.48020 1.41773
C -5.57862 -5.48496 2.63687
C -4.87715 -4.16874 2.92378
C -5.36837 -3.48359 4.16375
O -5.01182 -2.13130 3.91647
C -5.04191 -1.97673 2.56024
O -4.98867 -0.91905 1.99694
O -5.14436 -3.18663 1.92844
H -4.85379 -6.21957 2.27384
H -6.02414 -5.90894 3.54148
H -6.35045 -5.38398 1.87025
H -3.79213 -4.31901 2.95333
H -4.88301 -3.86128 5.06562
H -6.45509 -3.53396 4.28874
C -7.48346 -3.51534 -0.99645
C -8.91922 -3.97751 -1.16987
C -9.84119 -3.48945 -0.09415
O -10.89202 -4.44524 -0.14878
C -10.32143 -5.60614 -0.58259
O -10.86445 -6.67872 -0.55991
O -9.05216 -5.39063 -1.04188
H -7.06001 -3.25075 -1.96969
H -7.42191 -2.61637 -0.37648
H -6.84739 -4.29217 -0.56585
H -9.28547 -3.70265 -2.16544
H -10.21230 -2.48236 -0.29215
H -9.39982 -3.52258 0.90715

=====

113
Properties=species:S:1:pos:R:3 method="wB97M-V/def2-TZVPD" charge=-1 de_lowest_kcal_mol=633.82 largest_force_ha_per_bohr=0.3575 e_tot_ha=-25452.00042 gap_ev=3.86
C -2.23161 1.37945 -3.17130
C -2.25798 1.19440 -1.66318
C -1.38211 0.00755 -1.10067
C -1.15280 0.07021 0.34080
N 0.33016 -0.09150 0.79143
C 0.73575 -1.54670 0.36652
C 1.82132 -2.03492 1.40243
C 1.55323 -1.25112 2.62196
C 0.49232 -0.20757 2.31983
C 1.25840 1.03252 0.26343
H -1.23391 1.54525 -3.57777
H -2.95665 2.15670 -3.41271
H -2.69728 0.43637 -3.45736
H -3.26933 0.94954 -1.33867
H -2.06874 2.16550 -1.20576
H -0.41075 -0.05913 -1.59070
H -1.79877 -0.96759 -1.35288
H -1.57428 -0.74526 0.92855
H -1.38348 1.07255 0.70164
H 1.25491 -1.57694 -0.59144
H -0.14106 -2.19421 0.35966
H 2.78738 -1.77120 0.97197
H 1.96696 -3.09124 1.62840
H 2.38959 -0.69087 3.03999
H 1.30665 -1.92362 3.44356
H 0.62337 0.75545 2.81329
H -0.52226 -0.50804 2.58147
H 0.83839 1.98973 0.57234
H 1.09324 1.05484 -0.81375
H 2.33551 1.00373 0.42804
O 1.51697 4.48970 3.74227
C 0.63382 3.46065 3.23722
C 0.07674 3.27429 1.75762
O -0.87662 2.24696 1.48686
H -0.20146 3.44504 3.93735
H 1.01523 2.49516 3.56955
H 0.80450 3.35777 0.95046
H -0.41145 4.19964 1.45186
O -1.95315 2.07571 -7.82770
C -1.47735 1.22752 -7.14333
O -1.65747 1.12107 -5.81911
C -1.19536 -0.11200 -5.21942
C -0.03462 -0.45447 -6.13136
C -0.50216 0.02224 -7.50012
H -1.94222 -0.89426 -5.08389
H -0.70152 0.22197 -4.30689
H 0.12581 -1.53032 -6.06127
H 0.86153 0.11218 -5.87852
H -1.10699 -0.74761 -7.97930
H 0.29035 0.44877 -8.11502
O 2.02960 -0.79982 -1.10630
C 2.66326 -0.00495 -1.78127
O 3.85213 -0.35763 -2.37106
C 4.51673 0.74095 -2.93832
C 3.57112 1.92339 -2.60876
C 2.23617 1.45265 -2.04554
H 4.70662 0.44862 -3.97107
H 5.37360 0.93628 -2.29355
H 3.39647 2.57348 -3.46607
H 4.06617 2.58563 -1.89850
H 1.37075 1.43424 -2.70796
H 2.00702 1.81857 -1.04469
O -6.59139 3.64496 -3.27787
C -5.59365 3.78214 -2.56035
O -5.37158 4.73172 -1.62701
C -4.31637 4.46064 -0.76377
C -3.82480 3.08050 -1.14183
C -4.29147 2.95929 -2.60288
H -4.45101 4.45933 0.31787
H -3.56490 5.21919 -0.98286
H -4.33127 2.35928 -0.50041
H -2.75466 2.88559 -1.07163
H -4.51686 1.91158 -2.80190
H -3.61522 3.46907 -3.28911
O 4.64793 1.51734 -0.24835
C 4.13878 1.89885 0.80631
O 3.85257 3.18401 1.03423
C 3.35723 3.54962 2.31669
C 3.66647 2.20842 3.03159
C 3.76721 1.09655 1.99915
H 2.29457 3.79004 2.28447
H 3.86603 4.34721 2.85802
H 2.97912 1.95196 3.83773
H 4.60549 2.40731 3.54808
H 2.79734 0.63974 1.80223
H 4.47666 0.29786 2.21568
O 1.19053 -3.95967 1.38124
C 0.52047 -4.86825 1.86860
O 0.00739 -4.93197 3.10363
C -0.60027 -6.15218 3.43314
C -0.94683 -6.68676 2.08843
C 0.10446 -6.14445 1.12608
H -1.54330 -6.02049 3.96366
H 0.06720 -6.74602 4.05758
H -1.96929 -6.41609 1.82497
H -0.96794 -7.77174 1.98611
H -0.31314 -6.15332 0.11928
H 0.94024 -6.84041 1.19837
C -3.68717 -3.61175 -0.72472
Br -2.29334 -2.30705 -0.49666
Br -3.56706 -4.11096 -2.63223
Br -5.39320 -2.77511 -0.29565
H -3.58273 -4.43884 -0.02250
C -0.30045 -0.27396 5.75687
Br 0.56127 -0.12317 7.53593
Br -1.80388 -1.58700 5.67484
Br 0.94880 -0.45105 4.23055
H -0.85327 0.62177 5.47375
C 0.54129 -3.52079 5.46501
Br 1.37795 -5.31777 5.56777
Br 0.47737 -2.95079 3.58783
Br 1.59885 -2.17583 6.62585
H -0.50057 -3.50386 5.78491